No. 1
The following is a quantum chemistry calculation of a 16-piece molecular cluster, C50H74Cl20O17P overall in a non-equilibrium geometry, from OMol25.

ORCA input file:
```
! wB97M-V def2-TZVPD RIJCOSX def2/J DEFGRID3
* xyz 1 1
C -5.22 0.48 -1.59
C -3.89 0.75 -0.86
C -2.73 -0.04 -1.36
C -1.49 0.20 -0.33
P 0.18 -0.21 -1.00
C 0.85 0.99 -2.24
C 0.35 1.07 -3.67
C 1.42 1.84 -4.50
C 0.95 2.17 -5.90
C 1.25 -0.11 0.55
C 0.67 -1.18 1.57
C -0.30 -0.66 2.69
C 0.45 -0.25 3.98
C -0.17 -1.96 -1.70
C 1.11 -2.63 -2.38
C 0.81 -3.66 -3.41
C 1.77 -3.50 -4.66
H -5.08 0.76 -2.64
H -5.96 1.16 -1.18
H -5.63 -0.50 -1.32
H -4.04 0.60 0.21
H -3.71 1.83 -0.92
H -2.47 0.26 -2.37
H -2.99 -1.09 -1.51
H -1.67 -0.52 0.46
H -1.33 1.22 0.03
H 1.88 0.67 -2.12
H 0.74 2.00 -1.86
H -0.63 1.53 -3.71
H 0.22 0.10 -4.16
H 2.35 1.28 -4.45
H 1.57 2.79 -3.99
H 1.77 2.71 -6.36
H 0.21 2.97 -5.91
H 0.72 1.26 -6.47
H 1.46 0.88 0.98
H 2.22 -0.46 0.19
H 1.51 -1.69 2.05
H 0.21 -2.04 1.09
H -1.03 -1.44 2.90
H -1.02 0.05 2.29
H 0.73 0.80 3.87
H 1.32 -0.84 4.24
H -0.29 -0.26 4.79
H -0.92 -1.87 -2.48
H -0.58 -2.62 -0.93
H 1.92 -2.88 -1.70
H 1.59 -1.74 -2.78
H -0.25 -3.61 -3.64
H 1.08 -4.62 -2.97
H 1.65 -2.50 -5.08
H 1.51 -4.29 -5.36
H 2.82 -3.60 -4.39
C 3.99 5.23 1.96
C 4.16 4.13 1.14
C 3.08 3.26 0.70
O 3.20 2.20 0.04
C 1.75 3.68 1.18
C 1.57 4.65 2.12
C 2.68 5.52 2.69
O 2.61 6.39 3.53
O 0.33 4.95 2.53
O 5.40 3.90 0.57
H 4.83 5.79 2.34
H 0.87 3.18 0.80
H 0.31 5.78 3.02
H 5.42 3.09 0.06
C -1.22 5.29 6.87
C -2.09 4.30 7.12
C -1.77 2.86 6.91
O -2.50 1.92 7.12
C -0.37 2.65 6.45
C 0.45 3.66 6.16
C 0.11 5.10 6.25
O 0.72 6.13 5.97
O 1.73 3.46 5.83
O -3.36 4.48 7.63
H -1.51 6.25 7.27
H -0.01 1.63 6.40
H 2.22 4.27 5.99
H -3.85 3.67 7.83
C -5.52 3.85 4.08
C -5.95 2.71 4.56
C -5.22 1.39 4.51
O -5.62 0.32 4.92
C -3.94 1.47 3.80
C -3.57 2.64 3.18
C -4.26 3.94 3.30
O -3.81 4.95 2.82
O -2.46 2.73 2.31
O -7.22 2.57 5.07
H -6.08 4.77 4.16
H -3.51 0.49 3.64
H -2.42 3.62 1.96
H -7.46 1.64 5.11
C 3.37 -7.84 -3.26
C 3.56 -8.98 -2.55
C 4.77 -9.36 -1.73
O 4.81 -10.47 -1.20
C 5.67 -8.24 -1.61
C 5.54 -7.09 -2.35
C 4.36 -6.79 -3.24
O 4.33 -5.87 -4.04
O 6.42 -6.01 -2.23
O 2.62 -9.92 -2.57
H 2.53 -7.70 -3.93
H 6.54 -8.34 -0.98
H 6.06 -5.26 -2.71
H 3.05 -10.76 -2.40
O 3.83 -1.15 -1.70
H 4.16 -0.45 -1.13
H 4.62 -1.58 -2.03
C 1.85 0.43 -9.19
Cl 1.00 -1.05 -9.49
Cl 2.89 0.82 -10.58
H 1.05 1.17 -9.14
H 2.43 0.38 -8.27
C -7.34 3.64 0.77
Cl -7.83 3.47 -0.90
Cl -7.83 2.12 1.76
H -6.26 3.72 0.93
H -7.91 4.42 1.27
C -4.48 -4.26 -3.94
Cl -2.68 -4.02 -4.09
Cl -5.26 -2.66 -4.20
H -4.95 -4.93 -4.66
H -4.78 -4.53 -2.92
C 3.61 5.28 -3.10
Cl 4.58 4.67 -4.48
Cl 4.38 6.66 -2.45
H 2.61 5.47 -3.48
H 3.39 4.46 -2.42
C 4.13 -4.91 1.27
Cl 3.76 -4.54 -0.42
Cl 4.88 -6.51 1.58
H 4.87 -4.24 1.69
H 3.28 -4.74 1.93
C 5.01 0.65 2.83
Cl 3.54 1.35 3.42
Cl 4.80 -0.14 1.26
H 5.79 1.42 2.76
H 5.28 -0.17 3.50
C -6.74 -1.89 2.75
Cl -6.75 -1.44 1.05
Cl -8.36 -1.55 3.44
H -6.65 -2.98 2.71
H -5.93 -1.36 3.24
C 2.54 -2.73 6.68
Cl 2.67 -3.07 4.94
Cl 2.47 -1.06 7.03
H 1.62 -3.23 6.95
H 3.27 -3.31 7.24
C 0.33 5.02 -8.59
Cl 2.02 4.42 -8.89
Cl -0.72 3.60 -8.55
H 0.24 5.52 -7.63
H 0.06 5.61 -9.46
C -3.48 -4.73 1.29
Cl -4.18 -5.35 -0.36
Cl -3.17 -2.95 1.14
H -4.31 -4.95 1.96
H -2.60 -5.30 1.58
*
```

Results
* DFT total energy: -12773.478063 Ha
* E_HOMO: -11.0 eV

No. 2
The following is a quantum chemistry calculation of a 7-piece molecular cluster, C50H87IN8O5P2 overall in a non-equilibrium geometry, from OMol25.

ORCA input file:
```
! wB97M-V def2-TZVPD RIJCOSX def2/J DEFGRID3
* xyz 0 1
C -0.39 -1.17 0.30
C 0.26 -0.84 1.54
C -0.36 -0.05 2.76
I -2.38 0.63 2.09
C -0.70 -1.04 4.03
C -0.58 -2.60 3.67
C -1.81 -3.15 2.75
C -1.35 -4.43 1.85
O -1.77 -4.15 0.47
C -0.90 -4.75 -0.46
O -0.74 -4.27 -1.62
O 0.34 1.05 3.30
C 1.45 1.57 2.54
N 2.17 2.49 3.49
C 3.57 2.74 3.06
C 4.54 2.53 4.34
C 5.83 1.63 3.92
C 6.89 2.51 3.05
C 1.07 2.34 1.17
O 1.25 3.77 1.19
C 0.02 4.50 1.32
C -0.76 4.28 2.71
C -0.95 4.38 0.03
C -2.46 4.66 0.08
C -3.47 4.52 -1.11
C -2.73 4.08 -2.43
C -1.21 3.88 -2.31
N -0.34 3.98 -1.19
P 0.55 6.37 1.34
C 0.29 7.14 -0.38
C -1.20 7.70 -0.65
C -0.42 7.33 2.65
C 0.06 8.88 2.52
P 2.27 1.67 -0.19
C 1.34 1.29 -1.78
O 3.34 3.01 -0.52
H -1.47 -1.51 0.19
H 0.26 -1.15 -0.64
H 1.34 -1.23 1.64
H -1.72 -0.82 4.48
H 0.11 -0.80 4.82
H -0.71 -3.16 4.68
H 0.45 -2.93 3.28
H -2.19 -2.38 2.01
H -2.68 -3.48 3.42
H -0.22 -4.57 1.96
H -1.96 -5.35 2.18
H -0.36 -5.72 -0.21
H 2.26 0.79 2.28
H 1.63 3.34 3.67
H 3.93 2.14 2.16
H 3.62 3.86 2.74
H 4.85 3.55 4.78
H 3.96 1.89 5.11
H 5.46 0.69 3.36
H 6.39 1.27 4.86
H 7.32 1.80 2.26
H 7.69 2.89 3.78
H 6.30 3.36 2.56
H 0.03 1.97 0.85
H -0.05 4.66 3.55
H -1.00 3.19 2.95
H -1.72 4.89 2.82
H -2.89 5.01 1.09
H -4.58 4.71 -1.04
H -3.29 3.94 -3.41
H -0.69 3.60 -3.30
H 0.99 8.07 -0.41
H 0.58 6.46 -1.25
H -1.90 7.56 0.26
H -1.15 8.80 -0.95
H -1.73 7.13 -1.51
H -0.28 6.93 3.72
H -1.56 7.36 2.46
H -0.16 9.42 3.52
H -0.45 9.41 1.63
H 1.20 8.88 2.34
H 1.26 2.26 -2.41
H 0.32 0.79 -1.64
H 2.02 0.59 -2.41
H 3.67 3.37 0.34
C -3.31 10.26 -4.03
C -4.29 10.61 -2.92
C -3.88 11.86 -2.13
C -2.55 11.64 -1.48
N -1.50 11.46 -0.97
H -2.32 10.03 -3.63
H -3.65 9.39 -4.58
H -3.20 11.09 -4.74
H -4.38 9.76 -2.24
H -5.28 10.78 -3.36
H -4.62 12.07 -1.36
H -3.82 12.73 -2.79
C 10.99 2.73 5.90
C 10.59 3.39 7.21
C 9.07 3.39 7.44
C 8.39 4.15 6.34
N 7.85 4.74 5.47
H 10.58 3.26 5.03
H 12.08 2.73 5.79
H 10.64 1.69 5.86
H 10.96 4.42 7.22
H 11.07 2.86 8.04
H 8.84 3.86 8.39
H 8.69 2.36 7.46
C 0.44 -4.21 -4.42
C 1.26 -3.08 -5.04
C 0.59 -2.47 -6.27
C 0.41 -3.52 -7.33
N 0.27 -4.35 -8.17
H 0.32 -5.05 -5.11
H 0.94 -4.60 -3.53
H -0.55 -3.86 -4.13
H 2.25 -3.47 -5.31
H 1.41 -2.30 -4.29
H 1.21 -1.66 -6.67
H -0.39 -2.06 -6.01
C -6.55 -5.58 -0.09
C -5.11 -6.08 -0.07
C -4.70 -6.68 1.27
C -4.82 -5.65 2.35
N -4.91 -4.83 3.21
H -6.71 -4.78 0.64
H -6.81 -5.18 -1.07
H -7.25 -6.39 0.15
H -4.45 -5.24 -0.32
H -4.99 -6.83 -0.86
H -3.67 -7.04 1.23
H -5.34 -7.54 1.52
C -0.63 -8.10 -2.46
C -1.61 -8.44 -3.58
C -3.06 -8.08 -3.23
C -3.49 -8.85 -2.01
N -3.84 -9.46 -1.06
H -0.84 -8.67 -1.55
H 0.39 -8.34 -2.76
H -0.67 -7.03 -2.21
H -1.54 -9.51 -3.80
H -1.32 -7.90 -4.48
H -3.72 -8.33 -4.06
H -3.15 -7.01 -3.03
C -2.51 -12.50 -4.81
C -3.84 -12.51 -5.56
C -3.80 -11.68 -6.85
C -3.49 -10.25 -6.52
N -3.24 -9.12 -6.27
H -2.24 -11.50 -4.49
H -2.57 -13.13 -3.92
H -1.70 -12.89 -5.44
H -4.62 -12.13 -4.90
H -4.10 -13.54 -5.81
H -4.77 -11.73 -7.36
H -3.04 -12.07 -7.53
*
```

Results
* SMILES string: C=C[C@@](I)(CCCCOC=O)O[C@H](NCCCC)[C@@H](O[C@](C)(c1ccccn1)P(CC)CC)P(C)O.CCCC#N.CCCC#N.CCCC#N.CCCC#N.CCCC#N.CCCC#N
* DFT total energy: -3751.560680 Ha
* E_HOMO: -7.4 eV